C9H8N2S | wB97M-V/def2-TZVPD

## Properties
SMILES string ... Cc1csc(-c2cccnc2)n1
HOMO level ... -8.7565 eV
HOMO-LUMO gap ... 8.91 eV
Charge ... 0
LUMO ... 0.15 eV

Each line ends with the Löwdin charge.
Element x y z (Å)
C1 0.6140 1.3350 3.4842  -0.08
C2 0.0605 0.4437 2.4821  -0.46
C3 -0.3884 -0.7782 2.7184  -0.38
S1 -0.8133 -1.5551 1.2512  1.08
C4 -0.2162 -0.2094 0.4180  -0.59
C5 -0.1405 -0.2796 -1.0531  -0.21
C6 -0.5615 -1.3595 -1.9108  -0.02
C7 -0.3672 -1.3058 -3.2879  -0.05
C8 0.1084 -0.1125 -3.7906  -0.21
N1 0.4883 0.9171 -3.1315  0.07
C9 0.4242 0.7886 -1.7405  -0.06
N2 0.1853 0.8915 1.0876  0.13
H1 1.5618 1.8627 3.1340  0.10
H2 0.7573 0.8330 4.5028  0.10
H3 -0.1369 2.2031 3.6689  0.11
H4 -0.5599 -1.2333 3.6687  0.07
H5 -1.0846 -2.1783 -1.5122  0.08
H6 -0.7059 -2.1144 -3.8783  0.09
H7 0.1290 0.0617 -4.8529  0.10
H8 0.6457 1.7895 -1.2580  0.13